Computed, not measured: a cluster of 6 separate species, C30H34F5N4O16S2 in total in a non-equilibrium geometry, with ωB97M-V/def2-TZVPD.

The geometry in XYZ format:
```
91
Properties=species:S:1:pos:R:3:forces:R:3
C -2.542055 4.208541 4.972154 0.7 -0.1 0.0
C -1.334459 3.905890 4.400927 -0.6 0.1 -0.1
C -1.081096 2.789955 3.334194 0.2 1.6 0.3
C -1.640453 1.375975 3.730317 0.2 -0.8 -0.7
C -2.897188 0.772000 2.993564 -0.8 -0.8 -0.5
C -3.630712 1.584538 1.867520 -0.9 -0.6 -0.1
C -2.756799 1.678393 0.559107 -0.2 0.9 0.4
C -3.184627 0.710749 -0.593968 0.7 0.9 -0.2
S -2.489763 -0.980330 -0.323615 0.5 0.1 -0.7
C -0.902699 -1.060855 -1.213984 0.2 0.5 0.4
S 0.244458 -2.161782 -0.854773 -1.1 0.8 -0.2
N -0.738738 -0.039004 -2.232404 -0.4 -2.7 2.2
C -1.517662 -0.083558 -3.375089 1.3 3.3 -1.3
C -1.042048 1.111429 -4.046339 -0.5 -2.1 1.7
N -0.060704 1.715986 -3.269467 0.2 0.0 0.3
C 0.152883 1.011790 -2.137652 -1.7 0.2 -2.9
C -3.758290 0.128720 4.104781 2.2 1.7 -0.9
N -3.130012 0.279391 5.234178 -1.4 -1.3 -0.1
C -1.842534 1.018276 5.247261 -0.2 1.4 -0.9
O -0.646982 0.297618 5.644633 -1.4 -2.1 0.7
C -0.877799 -1.016708 5.748570 0.8 2.5 -0.1
N -1.087189 -2.136111 5.840509 -0.2 -0.9 0.1
H -2.566708 4.355256 6.078527 0.1 1.4 -1.1
H -3.488096 4.360443 4.407254 0.4 -1.5 0.5
H -0.464114 4.543763 4.703605 -0.4 -1.6 0.6
H 0.032894 2.682614 3.264236 -1.1 0.1 -0.1
H -1.414725 3.162025 2.336530 0.1 -0.7 0.6
H -0.829697 0.669459 3.403897 -0.6 0.7 0.5
H -2.542368 -0.141729 2.427649 -0.3 0.6 0.4
H -4.033438 2.573375 2.214527 0.7 -0.8 -0.2
H -4.549282 0.990267 1.593022 0.7 0.5 0.3
H -2.849824 2.730746 0.183478 0.1 -0.9 0.2
H -1.675954 1.561751 0.842920 -0.9 -0.1 -0.6
H -2.809551 1.173097 -1.547251 -0.2 -0.8 0.7
H -4.296103 0.639910 -0.713114 0.9 -0.1 0.3
H -2.308256 -0.829723 -3.653508 1.1 0.8 0.7
H -1.421674 1.487186 -5.015472 0.6 -0.2 0.9
H 0.866628 1.199479 -1.299665 -0.9 -0.3 -1.0
H -4.733986 -0.393152 4.002440 0.8 0.4 0.2
H -3.620087 -0.099241 6.049612 0.8 0.2 0.2
H -1.986149 1.840237 5.982762 0.5 -0.4 -0.7
C 3.036540 1.925970 3.798340 0.2 0.4 -0.4
C 3.976732 0.912275 3.218630 0.1 -0.4 0.3
O 3.177505 0.258172 2.247045 -0.1 0.7 -0.2
C 2.270721 1.181456 1.827013 -0.3 -0.1 -0.4
O 1.615658 1.073799 0.837259 -0.1 0.0 0.3
O 2.206486 2.241580 2.672648 0.2 -0.5 -0.5
F 4.355037 0.006253 4.154038 0.1 0.0 0.0
H 2.425924 1.518635 4.591283 0.0 -0.3 -0.3
H 3.549617 2.809231 4.167225 -0.2 0.1 -0.2
H 4.861960 1.336238 2.738894 0.1 -0.2 0.1
C -0.176584 3.719053 -5.786531 0.1 -0.1 0.8
C 0.582496 3.344469 -7.025033 -0.4 -0.2 -0.4
O 0.376170 4.457210 -7.873661 0.3 0.1 0.6
C 0.208664 5.531814 -7.046187 -0.1 0.8 -0.1
O 0.277501 6.662885 -7.396517 -0.1 -0.3 0.1
O -0.040209 5.138670 -5.766238 0.1 -0.1 -0.6
F 0.049434 2.243542 -7.613193 0.1 -0.1 -0.1
H -1.235563 3.457602 -5.848734 0.1 0.0 -0.3
H 0.243971 3.271186 -4.887605 0.0 0.3 0.0
H 1.653683 3.195442 -6.869618 0.0 -0.1 -0.1
C -0.487146 -4.238191 -5.429323 0.5 -0.2 0.6
C -0.028044 -3.015439 -6.164723 0.0 -0.2 -0.5
O -1.243800 -2.358192 -6.480366 0.0 0.0 0.6
C -2.117943 -2.704724 -5.496922 -0.8 0.1 0.1
O -3.147115 -2.134393 -5.282625 0.5 -0.2 -0.1
O -1.674847 -3.768692 -4.784173 -0.1 0.6 -0.4
F 0.602370 -3.344761 -7.320221 0.1 0.1 0.0
H -0.740198 -5.059632 -6.100892 0.0 0.2 -0.1
H 0.250117 -4.595684 -4.695747 -0.9 0.5 -0.4
H 0.606815 -2.346915 -5.577838 0.1 0.0 -0.2
C 1.656652 -7.671985 -6.878641 -0.4 -0.2 -0.7
C 2.701235 -8.195189 -5.936864 0.7 0.1 -0.2
O 2.727102 -7.211460 -4.916920 -0.7 -0.2 0.0
C 1.475549 -6.680597 -4.878472 -0.1 0.2 0.5
O 1.054240 -6.022575 -3.977132 0.6 -0.8 0.0
O 0.763659 -6.998673 -5.990591 0.4 0.0 0.4
F 3.916015 -8.240625 -6.528935 0.0 -0.1 0.1
H 2.061173 -6.957035 -7.598277 0.2 0.0 0.1
H 1.146938 -8.466172 -7.421536 -0.2 0.1 0.2
H 2.468743 -9.169301 -5.500240 0.2 0.0 0.0
C 3.451644 -0.235922 8.315084 -0.2 -0.8 0.2
C 4.078973 0.953088 8.982583 0.7 -0.1 0.2
O 4.161632 1.898234 7.928319 -0.7 -0.2 -0.1
C 3.134320 1.609961 7.088757 0.0 0.3 -0.2
O 2.731440 2.348513 6.241194 0.0 0.0 1.5
O 2.615898 0.379348 7.332578 0.2 0.6 0.0
F 5.327496 0.670623 9.412792 0.0 0.1 0.1
H 4.185810 -0.874210 7.819263 0.1 0.2 0.1
H 2.867321 -0.843100 9.004470 -0.2 0.1 -0.2
H 3.493168 1.371551 9.804467 0.1 0.0 0.0
```
Positions in Å, forces in eV/Å.

LUMO level: -4.73 eV
net charge: +1
DFT total energy: -3881.7413 Eh

---

Computed, not measured: a structure of composition C30H34GaN5O4S2, with ωB97M-V/def2-TZVPD.

The geometry in XYZ format:
```
76
Properties=species:S:1:pos:R:3:forces:R:3
Ga 0.120862 0.154333 2.239788 -0.2 -0.1 0.0
O -3.346934 1.782432 3.506378 0.1 0.0 -0.1
C -2.553856 0.980765 3.046526 -0.1 0.1 0.1
O -1.267863 1.217345 3.031198 0.1 0.0 -0.1
C -3.078276 -0.288698 2.403926 0.0 0.0 0.0
C -4.389540 -0.196556 1.930174 0.0 0.0 0.0
C -5.016094 -1.253504 1.298938 0.0 0.0 0.0
C -4.330611 -2.450516 1.149225 0.0 0.0 0.0
C -3.036852 -2.565500 1.620228 0.0 0.0 0.0
C -2.384374 -1.497025 2.242753 0.1 0.0 0.0
S -0.732903 -1.847588 2.808931 0.0 0.1 0.0
H -4.908393 0.739284 2.087480 0.0 0.0 0.0
H -6.028566 -1.147268 0.931976 0.0 0.0 0.0
H -4.801164 -3.296053 0.662814 0.0 0.0 0.0
H -2.497327 -3.497769 1.509132 0.0 0.0 0.0
C -1.157055 -3.332282 -2.170638 0.0 0.0 0.0
C 0.235781 -3.808076 -2.585120 0.0 0.0 0.0
C 0.474808 -3.398984 -4.045425 0.0 0.0 0.0
C 0.286485 -5.337356 -2.467687 0.0 0.0 0.0
C 1.326720 -3.196001 -1.708955 0.0 0.0 0.0
C 2.678177 -3.531037 -1.938993 0.0 0.0 0.0
C 3.716327 -3.000718 -1.202195 0.0 0.0 0.0
C 3.401035 -2.094000 -0.192446 0.0 0.0 0.0
S 4.433862 -1.190076 0.878653 0.0 0.0 0.0
C 3.027866 -0.446421 1.573838 -0.1 0.0 0.0
N 1.904551 -0.834779 1.064284 0.0 0.0 0.0
C 2.070291 -1.763527 0.057309 0.0 0.0 0.0
C 1.029420 -2.309642 -0.693778 0.0 0.0 0.0
C 3.008302 0.618947 2.590740 0.0 0.0 0.0
C 4.174167 1.188294 3.093656 0.0 0.0 0.0
C 4.084551 2.226277 4.008957 0.0 0.0 0.0
C 2.836869 2.683996 4.411887 0.0 0.0 0.0
C 1.677125 2.106239 3.903000 0.0 0.0 0.0
C 1.735789 1.067071 2.979298 0.0 0.0 0.0
H -1.902006 -3.785363 -2.827488 0.0 0.0 0.0
H -1.261206 -2.247349 -2.238943 0.0 0.0 0.0
H -1.393160 -3.626358 -1.145986 0.0 0.0 0.0
H -0.296483 -3.832397 -4.685455 0.0 0.0 0.0
H 1.444642 -3.741450 -4.409355 0.0 0.0 0.0
H 0.435420 -2.313183 -4.151484 0.0 0.0 0.0
H -0.491163 -5.785320 -3.089897 0.0 0.0 0.0
H 0.120869 -5.650655 -1.435392 0.0 0.0 0.0
H 1.247350 -5.738903 -2.793087 0.0 0.0 0.0
H 2.920203 -4.231930 -2.727840 0.0 0.0 0.0
H 4.740361 -3.277926 -1.413811 0.0 0.0 0.0
H 0.021262 -1.999932 -0.458446 0.0 0.0 0.0
H 5.146110 0.827055 2.775529 0.0 0.0 0.0
H 4.985225 2.673188 4.409303 0.0 0.0 0.0
H 2.767743 3.489646 5.132297 0.0 0.0 0.0
H 0.707718 2.461578 4.233356 0.0 0.0 0.0
N -0.983046 3.162609 0.855849 0.2 0.1 0.0
C -1.922111 2.354879 0.073050 -0.1 0.0 0.1
C -2.461937 3.147902 -1.121267 0.0 0.0 0.0
C -1.438478 3.972839 -1.905338 0.0 0.0 0.1
C -0.394326 3.200789 -2.711352 0.0 0.0 0.0
N 0.541096 2.392951 -1.925647 0.0 0.0 0.0
C 1.410925 2.854387 -1.044237 0.0 -0.1 0.0
N 2.039057 1.998306 -0.239318 0.0 0.0 0.0
N 1.760571 4.155347 -1.040789 -0.1 0.0 0.1
C -1.292052 1.027168 -0.369235 -0.1 0.0 0.0
O -1.607080 0.538893 -1.448604 0.0 0.0 0.0
O -0.375269 0.491261 0.376125 0.1 0.1 0.1
H -0.882725 2.740031 1.775975 0.0 0.0 0.0
H -1.411955 4.065499 1.037693 0.0 0.0 0.0
H -2.794099 2.066474 0.675961 0.0 0.0 0.0
H -3.212976 3.847534 -0.744403 0.0 0.0 0.0
H -2.975848 2.452482 -1.784418 0.0 0.0 0.0
H -0.952371 4.669422 -1.217446 0.0 0.0 0.0
H -1.980050 4.589021 -2.627891 0.0 0.0 0.0
H 0.177289 3.882618 -3.347324 0.0 0.0 0.0
H -0.893768 2.493842 -3.371140 0.0 0.0 0.0
H 0.324015 1.403827 -1.881307 0.0 0.0 0.0
H 1.548277 1.129543 -0.037719 0.0 0.0 0.0
H 2.594992 2.355161 0.522249 0.0 0.0 0.0
H 1.142748 4.792194 -1.512799 0.0 0.0 0.0
H 2.153057 4.512713 -0.185821 0.0 0.0 0.0
```
Positions in Å, forces in eV/Å.

LUMO level: -0.21 eV
DFT total energy: -4459.7143 Eh
relative energy (zero: lowest compared OMol25 entry of this formula, charge and spin): 0.0 kcal per mole

---

Computed, not measured: a structure of composition C30H34MgN2O4P2S3, with ωB97M-V/def2-TZVPD.

The geometry in XYZ format:
```
76
Properties=species:S:1:pos:R:3:forces:R:3
Mg -0.098525 -0.742669 0.280268 0.2 0.1 0.3
O 2.897423 -1.391488 -0.066123 -0.1 0.1 0.0
N 2.241024 -0.157893 -0.034000 0.2 -0.3 0.2
C 3.084166 0.771256 0.177243 -0.3 0.2 -0.1
C 2.836694 2.233255 0.181767 0.1 -0.3 0.0
C 4.000747 2.988080 0.352071 0.0 0.1 0.0
C 3.975877 4.371109 0.326692 0.0 0.0 0.0
C 2.770522 5.026715 0.126014 0.0 0.0 0.0
C 1.610428 4.287675 -0.039122 -0.1 0.0 0.0
C 1.616211 2.895480 -0.019331 -0.1 -0.1 0.0
P 0.026258 1.981407 -0.160484 0.0 0.1 0.1
C -1.014862 2.926666 1.016644 0.1 0.0 -0.1
C -1.943329 3.890454 0.636995 0.0 0.0 0.0
C -2.702976 4.551219 1.594447 0.0 0.0 0.0
C -2.538225 4.258532 2.940719 0.0 0.0 0.0
C -1.608571 3.301215 3.328294 0.0 0.0 -0.1
C -0.854652 2.637638 2.371440 0.0 0.0 0.0
C -0.623670 2.460835 -1.797224 0.1 -0.1 0.0
C 0.153034 3.061687 -2.782547 0.0 0.0 0.0
C -0.374219 3.298525 -4.046259 0.0 0.0 0.0
C -1.679793 2.936376 -4.337285 0.0 0.0 0.0
C -2.457071 2.320221 -3.363716 0.0 0.0 0.0
C -1.930808 2.074098 -2.106860 0.0 -0.1 0.0
H 2.263027 -1.969706 -0.528318 0.0 0.0 0.0
H 4.121928 0.470643 0.302069 0.1 0.0 -0.1
H 4.940461 2.471383 0.505369 0.0 0.0 0.0
H 4.891338 4.931503 0.463030 0.0 0.0 0.0
H 2.730828 6.107941 0.104038 0.0 0.0 0.0
H 0.668042 4.805239 -0.179367 0.0 0.0 0.0
H -2.088560 4.123678 -0.410982 0.0 0.0 0.0
H -3.425396 5.295526 1.283690 0.0 0.0 0.0
H -3.133259 4.772498 3.684886 0.0 0.0 0.0
H -1.475289 3.060741 4.375667 0.0 0.0 0.0
H -0.151817 1.872365 2.682589 0.0 0.0 0.0
H 1.176241 3.346120 -2.572772 0.0 0.0 0.0
H 0.242291 3.764729 -4.804035 0.0 0.0 0.0
H -2.088499 3.121772 -5.322228 0.0 0.0 0.0
H -3.470552 2.015111 -3.590037 0.0 0.0 0.0
H -2.523275 1.558035 -1.359413 0.0 0.0 0.0
O -1.932878 -0.053781 0.618714 -0.2 -0.3 0.0
N -2.550556 -0.190139 1.783602 0.2 0.1 -0.1
C -3.862676 0.129422 1.806736 0.0 0.0 0.1
C -4.583669 0.072670 2.964362 0.0 0.0 0.0
C -3.932837 -0.329406 4.133024 0.0 0.0 0.0
C -2.602432 -0.655859 4.087965 0.1 0.0 0.0
C -1.863352 -0.589324 2.892833 0.0 0.0 -0.1
S -0.192081 -0.983507 2.791641 -0.1 0.2 0.0
H -4.259973 0.421765 0.847817 0.0 0.0 0.0
H -5.630614 0.336411 2.950035 0.0 0.0 0.0
H -4.474114 -0.387322 5.068071 0.0 0.0 0.0
H -2.070058 -0.973194 4.973078 0.0 0.0 0.0
C 2.719662 -3.751602 -3.306042 0.0 0.1 0.0
C 1.636885 -4.720711 -2.878248 -0.1 0.0 0.1
C 0.506691 -4.828130 -3.882272 0.0 0.0 -0.1
O 1.190820 -4.362569 -1.541183 0.2 0.0 0.0
P -0.084841 -3.488628 -1.130654 -0.1 0.0 0.0
S -1.777091 -4.396702 -1.258212 -0.2 -0.1 0.0
S 0.058749 -1.662800 -1.973247 0.0 0.1 -0.2
O 0.366711 -3.111406 0.387765 0.1 0.1 0.0
C 0.631560 -4.027725 1.513614 -0.1 0.1 0.0
C 0.506837 -5.500473 1.183042 0.0 -0.1 0.0
C 2.006248 -3.680595 2.035713 0.1 -0.1 0.0
H 3.182776 -4.103593 -4.229594 0.0 0.0 0.0
H 3.493919 -3.676932 -2.541004 0.0 0.0 0.0
H 2.303385 -2.758757 -3.479426 0.0 0.0 0.0
H 2.075522 -5.709082 -2.734309 0.0 0.0 0.0
H 0.028035 -3.861192 -4.048835 0.0 0.0 0.0
H -0.253862 -5.532116 -3.551885 0.0 0.0 0.0
H 0.921308 -5.171840 -4.832072 0.0 0.0 0.0
H -0.122363 -3.750805 2.249192 0.0 0.0 0.0
H 1.333641 -5.843689 0.560927 0.0 0.0 0.0
H -0.429752 -5.735433 0.684056 0.0 0.0 0.0
H 0.538033 -6.038064 2.132965 0.0 0.0 0.0
H 2.760631 -3.883256 1.272882 0.0 0.0 0.0
H 2.224096 -4.296420 2.910852 0.0 0.0 0.0
H 2.074414 -2.633159 2.324233 0.0 0.0 0.0
```
Positions in Å, forces in eV/Å.

LUMO level: -0.16 eV
DFT total energy: -3651.5768 Eh
relative energy (zero: lowest compared OMol25 entry of this formula, charge and spin): 0.0 kcal per mole